Version A
This record from the Open Molecules 2025 dataset describes a structure of composition C2H4N2. The level of theory is the ωB97M-V functional and the def2-TZVPD basis.

## Properties
HOMO (eV): -8.34
HOMO-LUMO gap (eV): 8.889
Lowest unoccupied orbital energy (eV): 0.55

```
8
C2H4N2 | the Open Molecules 2025 dataset | the ωB97M-V functional and the def2-TZVPD basis
C -0.43 -0.70 -0.74
C -0.06 0.20 1.03
N 0.70 1.00 0.22
N 0.74 -0.40 0.00
H -0.69 -1.72 -0.61
H -0.68 0.11 -1.48
H 0.06 -0.16 2.07
H 0.37 1.66 -0.50
```

Atom charges from the Löwdin analysis, given in e for atoms 1 to 5:
1 C 0.036
2 C -0.134
3 N -0.048
4 N -0.201
5 H 0.049


Version B
This record from the Open Molecules 2025 dataset describes an isolated molecule of C2H4N2. The level of theory is the ωB97M-V functional and the def2-TZVPD basis.

## Properties
HOMO (eV): -8.39
HOMO-LUMO gap (eV): 9.384
Lowest unoccupied orbital energy (eV): 0.99

```
8
C2H4N2 | the Open Molecules 2025 dataset | the ωB97M-V functional and the def2-TZVPD basis
C -2.17 -0.16 -0.13
C -1.07 0.32 -0.07
N 0.20 0.67 0.05
N 1.29 -0.18 -0.11
H -3.15 -0.54 -0.14
H 0.52 1.85 0.11
H 1.25 -0.69 -0.99
H 1.32 -0.85 0.66
```

Atom charges from the Löwdin analysis, given in e for atoms 1 to 5:
1 C 0.085
2 C -0.277
3 N -0.195
4 N -0.019
5 H -0.001


Version C
This record from the Open Molecules 2025 dataset describes a structure of composition C2H4N2. The level of theory is the ωB97M-V functional and the def2-TZVPD basis.

## Properties
HOMO (eV): -8.62
HOMO-LUMO gap (eV): 8.924
Lowest unoccupied orbital energy (eV): 0.31

```
8
C2H4N2 | the Open Molecules 2025 dataset | the ωB97M-V functional and the def2-TZVPD basis
C 0.14 0.95 0.07
C -0.82 0.03 0.02
N 1.12 -0.09 -0.01
N 0.04 -1.04 -0.21
H 0.28 2.01 0.09
H -2.60 0.04 0.39
H 1.79 -0.06 -0.78
H 0.05 -1.84 0.41
```

Atom charges from the Löwdin analysis, given in e for atoms 1 to 5:
1 C -0.177
2 C -0.221
3 N -0.047
4 N -0.053
5 H 0.078


Version D
This record from the Open Molecules 2025 dataset describes a cluster of 3 separate species, C2H4N2 in total. The level of theory is the ωB97M-V functional and the def2-TZVPD basis.

## Properties
HOMO (eV): -11.94
HOMO-LUMO gap (eV): 13.206
Lowest unoccupied orbital energy (eV): 1.27

```
8
C2H4N2 | the Open Molecules 2025 dataset | the ωB97M-V functional and the def2-TZVPD basis
H -3.46 -0.76 1.61
H -3.04 -1.09 1.06
C -0.39 1.10 1.11
N 0.57 1.05 0.49
H -1.31 1.04 1.73
C 2.47 -0.35 -2.02
N 2.34 -0.61 -0.92
H 2.81 -0.38 -3.05
```

Atom charges from the Löwdin analysis, given in e for atoms 1 to 5:
1 H 0.010
2 H 0.013
3 C -0.099
4 N 0.042
5 H 0.050


How far above the most stable structure does each one sit? In hartree: version A 0.1164; version B 0.0402; version C 0.1199; version D 0.0000.


Version A
This record from the Open Molecules 2025 dataset describes an isolated molecule of C2H4N2. The level of theory is the ωB97M-V functional and the def2-TZVPD basis.

## Properties
HOMO (eV): -10.33
HOMO-LUMO gap (eV): 10.944
Lowest unoccupied orbital energy (eV): 0.61

```
8
C2H4N2 | the Open Molecules 2025 dataset | the ωB97M-V functional and the def2-TZVPD basis
N 2.55 0.12 0.55
C 1.45 -0.04 0.23
C 0.15 -0.28 -0.33
N -0.94 0.68 0.22
H -0.08 -0.23 -1.40
H -0.12 -1.31 0.02
H -1.69 0.67 -0.39
H -1.33 0.38 1.10
```

Atom charges from the Löwdin analysis, given in e for atoms 1 to 5:
1 N 0.146
2 C -0.235
3 C -0.218
4 N 0.000
5 H 0.119


Version B
This record from the Open Molecules 2025 dataset describes an isolated molecule of C2H4N2. The level of theory is the ωB97M-V functional and the def2-TZVPD basis.

## Properties
HOMO (eV): -9.72
HOMO-LUMO gap (eV): 10.793
Lowest unoccupied orbital energy (eV): 1.08

```
8
C2H4N2 | the Open Molecules 2025 dataset | the ωB97M-V functional and the def2-TZVPD basis
C -1.55 0.01 0.14
N -0.60 -0.67 -0.36
N 0.59 -0.75 0.30
C 1.54 0.03 -0.10
H -2.48 -0.01 -0.44
H -1.40 0.64 0.99
H 1.38 0.74 -0.95
H 2.52 0.01 0.41
```

Atom charges from the Löwdin analysis, given in e for atoms 1 to 5:
1 C -0.053
2 N -0.089
3 N -0.076
4 C -0.054
5 H 0.069


Version C
This record from the Open Molecules 2025 dataset describes a structure of composition C2H4N2. The level of theory is the ωB97M-V functional and the def2-TZVPD basis.

## Properties
HOMO (eV): -9.36
HOMO-LUMO gap (eV): 9.218
Lowest unoccupied orbital energy (eV): -0.14

```
8
C2H4N2 | the Open Molecules 2025 dataset | the ωB97M-V functional and the def2-TZVPD basis
C 0.25 -0.71 0.48
N 0.51 1.20 0.91
N -0.96 0.91 -1.02
C -0.11 1.13 -0.10
H -0.51 0.56 -1.86
H 1.05 -0.92 1.18
H -0.73 -0.97 0.86
H 0.50 -1.20 -0.46
```

Atom charges from the Löwdin analysis, given in e for atoms 1 to 5:
1 C 0.074
2 N 0.182
3 N 0.047
4 C -0.551
5 H 0.049


Version D
This record from the Open Molecules 2025 dataset describes a cluster of 2 separate species, C2H4N2 in total. The level of theory is the ωB97M-V functional and the def2-TZVPD basis.

## Properties
HOMO (eV): -9.97
HOMO-LUMO gap (eV): 10.478
Lowest unoccupied orbital energy (eV): 0.51

```
8
C2H4N2 | the Open Molecules 2025 dataset | the ωB97M-V functional and the def2-TZVPD basis
C -0.36 0.43 -0.47
C 0.28 0.28 0.76
N 0.48 -1.14 0.56
N -0.80 -0.51 0.46
H -1.07 1.26 -0.63
H 0.05 0.00 -1.37
H 0.47 1.00 1.62
H 0.95 -1.32 -0.93
```

Atom charges from the Löwdin analysis, given in e for atoms 1 to 5:
1 C -0.224
2 C -0.334
3 N 0.039
4 N -0.046
5 H 0.114


How far above the most stable structure does each one sit? In hartree: version A 0.0000; version B 0.0403; version C 0.0986; version D 0.1871.


Version A
This record from the Open Molecules 2025 dataset describes a cluster of 2 separate species, C2H4N2 in total. The level of theory is the ωB97M-V functional and the def2-TZVPD basis.

## Properties
HOMO (alpha / beta) (eV): -8.66 / -8.66
HOMO-LUMO gap (alpha / beta) (eV): 8.594 / 8.757
Lowest unoccupied orbital energy (alpha / beta) (eV): -0.06 / 0.10

```
8
C2H4N2 | the Open Molecules 2025 dataset | the ωB97M-V functional and the def2-TZVPD basis
C -1.29 -0.77 -1.13
C -0.59 0.13 -0.54
N 1.01 1.16 2.93
N 0.12 0.45 2.68
H -1.86 -1.61 -0.85
H -1.52 -0.69 -2.15
H -0.01 0.28 0.33
H 1.47 1.80 2.10
```

Atom charges from the Löwdin analysis, given in e for atoms 1 to 5:
1 C -0.119
2 C 0.052
3 N -0.076
4 N 0.011
5 H 0.034


Version B
This record from the Open Molecules 2025 dataset describes a cluster of 2 separate species, C2H4N2 in total. The level of theory is the ωB97M-V functional and the def2-TZVPD basis.

## Properties
HOMO (alpha / beta) (eV): -9.29 / -7.81
HOMO-LUMO gap (alpha / beta) (eV): 10.124 / 8.272
Lowest unoccupied orbital energy (alpha / beta) (eV): 0.83 / 0.46

```
8
C2H4N2 | the Open Molecules 2025 dataset | the ωB97M-V functional and the def2-TZVPD basis
C -1.50 -0.72 0.16
C -1.36 0.57 0.13
N -0.62 -0.03 -0.86
N 1.46 -0.02 0.04
H -1.96 -1.66 0.47
H -1.38 1.61 0.46
H 1.22 0.74 0.62
H 1.80 0.38 -0.88
```

Atom charges from the Löwdin analysis, given in e for atoms 1 to 5:
1 C -0.020
2 C -0.176
3 N 0.053
4 N 0.021
5 H 0.099


How far above the most stable structure does each one sit? In hartree: version A 0.0000; version B 0.0291.


Version A
This record from the Open Molecules 2025 dataset describes the ion C4H7N2 with charge +1. The level of theory is the ωB97M-V functional and the def2-TZVPD basis.

## Properties
HOMO (eV): -14.13
HOMO-LUMO gap (eV): 8.833
Lowest unoccupied orbital energy (eV): -5.29
Charge: +1

```
13
C4H7N2 | the Open Molecules 2025 dataset | the ωB97M-V functional and the def2-TZVPD basis
C -2.06 -0.14 0.25
C -0.57 -0.07 0.22
C 0.03 0.61 -0.74
N 1.52 0.68 -0.79
C 2.07 -0.07 0.04
N 2.06 -0.76 0.98
H -2.24 -1.19 0.35
H -2.46 0.30 -0.66
H -2.31 0.39 1.15
H -0.19 -0.69 0.94
H -0.36 1.20 -1.63
H 1.97 1.28 -1.54
H 2.54 -1.54 1.42
```

Atom charges from the Löwdin analysis, given in e for atoms 1 to 5:
1 C -0.049
2 C -0.131
3 C -0.028
4 N 0.113
5 C -0.141


Version B
This record from the Open Molecules 2025 dataset describes the ion C4H7N2 with charge +1. The level of theory is the ωB97M-V functional and the def2-TZVPD basis.

## Properties
HOMO (alpha / beta) (eV): -14.55 / -14.55
HOMO-LUMO gap (alpha / beta) (eV): 8.997 / 8.994
Lowest unoccupied orbital energy (alpha / beta) (eV): -5.55 / -5.55
Charge: +1

```
13
C4H7N2 | the Open Molecules 2025 dataset | the ωB97M-V functional and the def2-TZVPD basis
C 1.48 0.26 1.11
C -0.67 -0.55 -1.57
C -0.76 0.88 0.75
C -0.02 -0.88 -0.25
N -1.48 -0.72 -0.36
N 0.41 0.12 0.50
H 2.46 -0.25 0.90
H 1.65 1.26 1.70
H -0.60 0.42 -2.12
H -0.63 -1.30 -2.38
H -0.70 1.77 0.22
H -1.35 0.92 1.64
H 0.19 -1.93 -0.13
```

Atom charges from the Löwdin analysis, given in e for atoms 1 to 5:
1 C 0.203
2 C -0.083
3 C 0.165
4 C -0.321
5 N 0.168


Version C
This record from the Open Molecules 2025 dataset describes the ion C4H7N2 with charge +1. The level of theory is the ωB97M-V functional and the def2-TZVPD basis.

## Properties
HOMO (eV): -16.49
HOMO-LUMO gap (eV): 12.957
Lowest unoccupied orbital energy (eV): -3.54
Charge: +1

```
13
C4H7N2 | the Open Molecules 2025 dataset | the ωB97M-V functional and the def2-TZVPD basis
C -1.68 0.77 0.54
N -0.69 0.64 1.30
N 0.12 0.02 0.07
C -1.14 0.18 -0.75
C 1.52 0.25 -0.19
C 1.03 -1.00 0.36
H -2.55 1.36 0.97
H -1.59 -0.82 -0.81
H -1.12 0.54 -1.77
H 2.11 1.09 0.38
H 1.73 0.29 -1.29
H 1.03 -1.87 -0.23
H 1.23 -1.45 1.41
```

Atom charges from the Löwdin analysis, given in e for atoms 1 to 5:
1 C -0.072
2 N 0.240
3 N -0.176
4 C 0.021
5 C -0.015


Version D
This record from the Open Molecules 2025 dataset describes the ion C4H7N2 with charge +1. The level of theory is the ωB97M-V functional and the def2-TZVPD basis.

## Properties
HOMO (eV): -15.80
HOMO-LUMO gap (eV): 10.908
Lowest unoccupied orbital energy (eV): -4.89
Charge: +1

```
13
C4H7N2 | the Open Molecules 2025 dataset | the ωB97M-V functional and the def2-TZVPD basis
C -1.65 -0.81 -0.96
C -0.58 -0.68 0.16
C 0.51 0.12 -0.24
N 1.33 0.54 0.59
C 2.23 1.64 1.11
N 1.49 1.06 1.93
H -2.70 -0.46 -0.57
H -1.30 -0.18 -1.79
H -1.90 -1.76 -1.42
H -0.95 -0.47 1.22
H -0.08 -1.65 0.35
H 0.68 0.22 -1.36
H 2.92 2.43 1.00
```

Atom charges from the Löwdin analysis, given in e for atoms 1 to 5:
1 C -0.062
2 C -0.199
3 C -0.084
4 N 0.032
5 C 0.149


How far above the most stable structure does each one sit? In hartree: version A 0.0000; version B 0.1262; version C 0.0623; version D 0.0928.


Version A
This record from the Open Molecules 2025 dataset describes a cluster of 2 separate species, C4H7N2 in total. The level of theory is the ωB97M-V functional and the def2-TZVPD basis.

## Properties
HOMO (eV): -11.84
HOMO-LUMO gap (eV): 6.276
Lowest unoccupied orbital energy (eV): -5.57
Charge: +1

```
13
C4H7N2 | the Open Molecules 2025 dataset | the ωB97M-V functional and the def2-TZVPD basis
C 1.68 1.73 0.43
C 1.89 1.66 -0.88
C 0.44 1.76 -1.32
C -1.61 -2.32 0.79
N -0.54 -1.68 0.52
N 0.44 1.22 0.00
H 2.27 1.68 1.27
H -0.07 2.71 -1.54
H 0.01 1.18 -2.11
H -2.32 -2.33 0.00
H -1.86 -2.78 1.81
H 0.10 -1.68 1.29
H -0.42 -1.14 -0.27
```

Atom charges from the Löwdin analysis, given in e for atoms 1 to 5:
1 C -0.072
2 C 0.057
3 C -0.200
4 C 0.173
5 N 0.218


Version B
This record from the Open Molecules 2025 dataset describes a cluster of 2 separate species, C4H7N2 in total. The level of theory is the ωB97M-V functional and the def2-TZVPD basis.

## Properties
HOMO (alpha / beta) (eV): -14.51 / -14.92
HOMO-LUMO gap (alpha / beta) (eV): 10.078 / 8.966
Lowest unoccupied orbital energy (alpha / beta) (eV): -4.44 / -5.96
Charge: +1

```
13
C4H7N2 | the Open Molecules 2025 dataset | the ωB97M-V functional and the def2-TZVPD basis
C -1.80 -0.08 0.17
C -0.68 -1.10 0.08
C 0.94 0.76 0.73
C -0.09 1.16 -0.21
N -1.41 1.12 0.02
N 0.47 -0.25 -0.23
H -2.83 -0.33 0.38
H -0.57 -1.63 1.04
H -0.85 -1.84 -0.70
H 1.97 1.09 0.59
H 0.67 0.61 1.77
H 0.37 2.55 -2.09
H 1.12 -0.58 -0.93
```

Atom charges from the Löwdin analysis, given in e for atoms 1 to 5:
1 C -0.033
2 C -0.054
3 C 0.019
4 C -0.202
5 N 0.130


How far above the most stable structure does each one sit? In hartree: version A 0.0070; version B 0.0000.


Version A
This record from the Open Molecules 2025 dataset describes the ion C4H7N2 with charge +1. The level of theory is the ωB97M-V functional and the def2-TZVPD basis.

## Properties
HOMO (eV): -15.07
HOMO-LUMO gap (eV): 8.808
Lowest unoccupied orbital energy (eV): -6.26
Charge: +1

```
13
C4H7N2 | the Open Molecules 2025 dataset | the ωB97M-V functional and the def2-TZVPD basis
C 0.19 -1.48 -1.73
N 0.05 -0.92 -0.38
C 0.03 0.40 -0.41
C 0.09 1.25 0.79
N 0.76 2.07 1.53
C -0.44 1.46 2.17
H 1.21 -1.53 -1.96
H -0.24 -2.45 -1.82
H -0.30 -0.85 -2.43
H 0.36 -1.47 0.40
H -0.05 0.78 -1.38
H -1.39 2.06 2.31
H -0.29 0.69 2.92
```

Atom charges from the Löwdin analysis, given in e for atoms 1 to 5:
1 C 0.001
2 N 0.100
3 C 0.111
4 C -0.191
5 N 0.219


Version B
This record from the Open Molecules 2025 dataset describes the ion C4H7N2 with charge +1. The level of theory is the ωB97M-V functional and the def2-TZVPD basis.

## Properties
HOMO (eV): -14.95
HOMO-LUMO gap (eV): 9.027
Lowest unoccupied orbital energy (eV): -5.92
Charge: +1

```
13
C4H7N2 | the Open Molecules 2025 dataset | the ωB97M-V functional and the def2-TZVPD basis
C 2.41 -0.43 -0.25
C 1.70 0.54 0.34
N 0.39 1.00 0.04
N -0.70 0.43 0.04
C -1.46 -0.85 0.26
C -2.08 0.54 -0.17
H 1.86 -1.25 -0.89
H 3.48 -0.56 0.10
H 2.37 1.36 0.63
H -1.51 -1.12 1.24
H -1.21 -1.57 -0.52
H -2.38 0.77 -1.17
H -2.86 1.15 0.34
```

Atom charges from the Löwdin analysis, given in e for atoms 1 to 5:
1 C 0.085
2 C -0.161
3 N 0.187
4 N -0.075
5 C 0.106


Version C
This record from the Open Molecules 2025 dataset describes the ion C4H7N2 with charge +1. The level of theory is the ωB97M-V functional and the def2-TZVPD basis.

## Properties
HOMO (eV): -13.85
HOMO-LUMO gap (eV): 7.973
Lowest unoccupied orbital energy (eV): -5.88
Charge: +1

```
13
C4H7N2 | the Open Molecules 2025 dataset | the ωB97M-V functional and the def2-TZVPD basis
C -1.58 0.51 0.98
C -0.74 -0.47 -0.91
C 0.19 -0.59 0.17
C 1.62 0.48 -0.26
N -1.70 0.19 -0.34
N -0.44 0.06 1.31
H -0.87 -0.95 -1.84
H 0.73 -1.51 0.42
H 1.22 1.53 -0.28
H 1.96 0.23 -1.20
H 2.31 -0.01 0.52
H -2.58 0.46 -0.79
H -0.12 0.07 2.20
```

Atom charges from the Löwdin analysis, given in e for atoms 1 to 5:
1 C -0.049
2 C 0.075
3 C -0.185
4 C 0.111
5 N 0.090


Version D
This record from the Open Molecules 2025 dataset describes a structure of composition C4H7N2. The level of theory is the ωB97M-V functional and the def2-TZVPD basis.

## Properties
HOMO (eV): -15.86
HOMO-LUMO gap (eV): 9.740
Lowest unoccupied orbital energy (eV): -6.12
Charge: +1

```
13
C4H7N2 | the Open Molecules 2025 dataset | the ωB97M-V functional and the def2-TZVPD basis
C 1.39 -1.24 0.49
C 0.03 -0.66 0.05
C -1.37 -1.09 -0.10
C 0.21 1.82 -0.28
N 1.90 -0.11 0.50
N 0.59 0.50 -0.03
H 1.77 -2.23 0.72
H -1.55 -1.65 0.78
H -1.55 -1.59 -1.06
H -1.96 -0.25 -0.13
H -0.76 2.01 0.03
H 0.40 2.13 -1.26
H 0.89 2.36 0.29
```

Atom charges from the Löwdin analysis, given in e for atoms 1 to 5:
1 C 0.018
2 C -0.110
3 C 0.060
4 C 0.043
5 N 0.232


How far above the most stable structure does each one sit? In hartree: version A 0.0071; version B 0.0664; version C 0.0000; version D 0.0286.